No. 1
C4H3ClN2O4S | wB97M-V/def2-TZVPD

The geometry in XYZ format:
```
15
C4H3ClN2O4S wB97M-V/def2-TZVPD
O -0.59555 0.81684 1.31193
H 0.66144 -0.77960 1.41063
C -1.90630 -0.03735 -0.28042
S 1.44658 2.19437 -0.36070
C 1.36553 0.62047 -0.03548
O 2.42104 -1.40408 -0.07603
C 0.23647 -0.10617 0.65475
Cl -3.27329 -0.24788 -1.27211
N 2.51252 -0.23535 -0.38429
O 3.43917 0.28532 -0.94531
H -0.87913 -1.89839 0.01549
H -0.26055 -0.94598 -1.33739
O -2.63107 1.73283 1.00126
C -0.67734 -0.88211 -0.33111
N -1.85953 0.88709 0.62877
```

E_HOMO, eV: -9.3
Structure (SMILES): O=[N+]([O-])C(=S)[C@@H]1CC(Cl)=[N+]([O-])O1
Calculated total energy, Eh: -1422.8287
ΔE to the lowest compared entry with this formula, charge and spin, kJ/mol: 0.0



No. 2
C24H43BrClN3O9P4S | wB97M-V/def2-TZVPD

The geometry in XYZ format:
```
86
C24H43BrClN3O9P4S wB97M-V/def2-TZVPD
O 1.40867 1.08885 1.46355
H -2.11203 3.50493 -11.67213
C 0.25987 -0.41570 -1.19159
C -0.39249 0.11309 -0.08051
H -1.75833 3.92307 -9.27660
P -1.76923 -0.28082 2.39452
C -0.94259 3.19650 -9.20490
C -1.18453 2.26399 -8.04210
C -0.83574 2.26776 -1.15784
H -0.36700 1.53989 -7.96596
C 5.81654 -3.25499 3.41821
C -0.20252 1.94766 -2.36157
H 3.79629 -2.38257 1.48719
H 2.13808 -2.41609 3.36491
H -0.88502 -2.65329 2.73083
H -2.69722 -1.35657 7.38523
H 0.93947 -2.18298 -2.19716
H -2.84681 2.22407 -10.67388
O 1.14111 -2.46533 6.93873
H -0.60154 -3.90564 1.73459
C -1.24139 3.81756 -3.44466
N -1.08855 -3.01920 1.80192
C -1.88498 4.13081 -2.25478
H 6.14109 -3.92300 2.62218
N -0.98073 -0.31614 3.75259
H 3.28434 -3.25688 5.35979
C -1.70990 3.35582 -1.11524
H -1.21106 -2.32295 5.68625
H 0.12106 2.44941 -4.40743
C -0.86741 -0.75916 0.91046
H -2.38264 0.93976 2.06791
H -1.78305 6.08118 -4.48488
H 0.00120 -0.52919 3.61586
H 0.81993 -3.68824 5.34186
H 4.05769 -0.69260 1.02713
H 2.40200 -1.28671 1.26274
H 5.87391 -2.22264 3.06297
C 0.42634 -3.54144 6.35475
H 6.48844 -3.37609 4.27488
H -1.71933 0.19815 -9.51318
H -0.98407 -1.20033 7.84411
C 0.43995 -1.78561 -1.32113
O -1.65796 -3.14824 7.53348
H -3.33422 -0.08780 -8.82966
C -1.88138 -1.81351 7.95442
C -2.32729 0.26196 -8.60730
C 3.85235 -2.68626 4.61948
H -1.54189 -4.06583 5.72198
H -2.84555 -1.18025 2.37758
H 0.15527 -3.71795 -0.43481
H -2.60435 4.31267 -5.54545
H 2.14329 1.36373 2.03740
P -1.43492 4.79513 -4.93014
C -1.95526 2.51130 -11.23760
H -1.20211 2.85790 -7.12651
H 1.84281 -1.73255 8.69299
S 0.90900 0.60144 -2.47163
H 2.35365 -1.18080 4.61839
P 0.63114 2.43196 0.97738
C -1.05339 -3.24466 6.25745
H -1.89181 -0.38628 -7.83816
N -0.56184 1.53496 0.04028
C 3.43546 -1.35972 1.62291
O -2.43438 1.59338 -8.14416
H -2.52930 5.00465 -2.21000
H 2.28166 -3.42567 8.38414
O 3.50868 -0.91816 2.96506
Br -2.20068 5.91626 0.54643
O -4.17185 3.74874 -0.20771
H -2.16282 -1.84954 9.00538
C 1.48344 -2.68019 8.29589
H -0.01558 3.74654 -9.02430
O 4.49259 -3.61660 3.75962
C -0.40126 2.71160 -3.49382
H -4.24893 4.26676 -1.02032
C -0.64030 -2.14184 0.79500
H 0.62046 -3.00820 8.87988
O -0.25453 4.78314 -5.82797
H -1.80056 1.79751 -12.04516
O -0.79648 2.49102 -10.42863
C 0.00572 -2.64728 -0.33312
P -2.66861 3.72294 0.42125
Cl -0.27302 2.97513 2.75782
H 0.59297 -4.46504 6.91802
H 4.59361 -2.08272 5.15231
C 2.88037 -1.79794 3.88432
```

E_HOMO, eV: -8.3
Structure (SMILES): N=[PH2]c1c(N)ccc2c1N(P(O)Cl)c1c(cc([PH2]=O)cc1P(O)Br)S2.COCCOC.COCCOC.COCCOC
Calculated total energy, Eh: -6579.5123



No. 3
CHCuO2 | wB97M-V/def2-TZVPD

The geometry in XYZ format:
```
5
CHCuO2 wB97M-V/def2-TZVPD
O 0.29815 -1.16540 -0.28575
H -0.40442 -1.61204 0.18495
C -1.21227 1.29678 -0.19956
Cu 1.41844 0.07770 0.20774
O -0.09990 1.40295 0.09262
```

E_HOMO (alpha / beta), eV: -17.8 / -17.1
Spin multiplicity: 2
Calculated total energy, Eh: -1829.2637
Net charge: +1
ΔE to the lowest compared entry with this formula, charge and spin, kJ/mol: 69.5



No. 4
C4H9NO2 | wB97M-V/def2-TZVPD

The geometry in XYZ format:
```
16
C4H9NO2 wB97M-V/def2-TZVPD
H -0.40238 -2.21213 0.53654
C 0.83783 -0.61969 1.26086
C -0.27313 0.83471 -1.11457
C -0.39739 -1.12484 0.58949
H -0.79793 1.08660 -2.04078
H -0.77039 2.69302 -0.35555
H -1.21972 -0.85656 1.24901
N -0.68270 1.73462 -0.05962
C -0.68788 -0.63535 -0.84435
H -0.10112 1.68503 0.76148
H -1.75270 -0.71225 -1.03577
O 1.94811 -0.76426 0.50970
H 2.73320 -0.63240 1.07233
H 0.79495 0.86102 -1.36679
O 0.85626 -0.12608 2.35799
H -0.08502 -1.21146 -1.51995
```

E_HOMO, eV: -9.2
Structure (SMILES): NCCCC(=O)O
Calculated total energy, Eh: -363.0593
ΔE to the lowest compared entry with this formula, charge and spin, kJ/mol: 68.9



No. 5
C19H29N3O3S | wB97M-V/def2-TZVPD

The geometry in XYZ format:
```
55
C19H29N3O3S wB97M-V/def2-TZVPD
C 3.42374 1.69379 0.14948
O 2.00532 -2.33333 -0.12355
C -2.42701 -0.67591 0.52046
H 2.24500 -0.44704 -3.30928
C -1.23390 -0.77005 -0.19687
H -0.52325 -4.95157 2.17048
H -1.14737 -3.82849 4.95510
H -4.49887 0.48904 2.00741
H -3.21889 -0.05613 0.13130
H 2.32207 4.04161 -1.13899
N 2.85523 1.22302 -1.09550
H -5.49610 -0.40997 4.10792
H -5.16682 -0.90035 1.10510
C 1.73321 4.17720 -3.20118
N -1.05436 -0.10524 -1.38335
H 2.69532 4.54031 -3.57069
C 2.40238 -0.87181 -2.31840
C -5.87240 -0.73607 3.14262
C 2.93232 2.22342 -2.14892
H 3.29476 0.92958 0.91514
N 1.11902 -0.89945 -1.63833
C -2.58169 -1.37135 1.70568
C -1.51897 -2.18710 2.19623
C -0.82538 -5.05434 3.20946
O -3.68595 -1.35357 2.47519
H 0.49029 -2.86262 1.79995
H -0.13384 -5.72498 3.71166
H -6.15481 -1.78216 3.21806
H 4.33685 0.05425 -2.09636
H -6.74611 -0.14659 2.88018
C 0.08365 -0.15756 -2.12545
H 2.76607 -1.89772 -2.40969
H 2.66281 1.73857 -3.08817
S 0.09199 0.63582 -3.57186
C -0.19259 -1.56328 0.27767
C 0.79762 5.35780 -2.97408
H -1.82188 -5.48775 3.23798
C -0.83049 -3.70227 3.91620
H 1.20768 6.03549 -2.22760
H 4.49597 1.93252 0.06510
H 1.00286 2.95496 -1.58901
H 3.95960 2.61655 -2.25479
H 1.30830 3.51966 -3.96207
C 1.05919 -1.65288 -0.46613
H 2.89386 2.58859 0.46850
C 3.41486 -0.05418 -1.50225
C -4.79500 -0.56630 2.08369
C -0.34798 -2.26737 1.47716
H 0.65093 5.91258 -3.89782
H 3.65509 -0.62550 -0.60404
H -1.80411 0.45233 -1.77114
H 0.17066 -3.25481 3.91046
O -1.78056 -2.80462 3.37413
H -0.17229 5.01012 -2.62536
C 1.95398 3.37512 -1.92143
```

E_HOMO, eV: -7.8
Structure (SMILES): CCCCN(C)CCn1c(=S)[nH]c2cc(OCC)c(OCC)cc2c1=O
Calculated total energy, Eh: -1529.5995
ΔE to the lowest compared entry with this formula, charge and spin, kJ/mol: 20.8



No. 6
C2HBr2ClOS | wB97M-V/def2-TZVPD

The geometry in XYZ format:
```
8
C2HBr2ClOS wB97M-V/def2-TZVPD
Br 1.51399 2.66007 0.32793
Br 2.30190 -0.43193 -0.40310
C -0.37390 0.39225 -0.01986
S -0.74414 -1.27674 -0.60276
Cl -0.43765 -2.01216 1.29549
O -2.10613 -1.27093 -0.93991
C 0.93818 0.83732 0.01833
H -1.09225 1.10212 0.32389
```

E_HOMO, eV: -10.0
Calculated total energy, Eh: -6158.3907
ΔE to the lowest compared entry with this formula, charge and spin, kJ/mol: 13.1



| no. | molecular weight (g mol⁻¹) | largest force on an atom (eV/Å) |
| --- | --- | --- |
| 1 | 210.60 | 2.10 |
| 2 | 788.94 | 0.87 |
| 3 | 108.56 | 2.04 |
| 4 | 103.12 | 1.74 |
| 5 | 379.53 | 0.96 |
| 6 | 268.36 | 4.28 |